1.
A cluster of 3 separate species, C25H36BrF10N4O10 in total, computed with wB97M-V/def2-TZVPD.

Geometry as XYZ:
```
86
Properties=species:S:1:pos:R:3:forces:R:3
Br -1.7606 3.9154 -3.6329 0.5 0.1 0.5
F -0.4836 0.9379 2.2785 0.4 0.3 -0.3
F -1.5764 2.3084 0.9928 0.8 0.5 -0.2
F -1.0007 -0.6525 -0.5255 0.4 -0.2 0.4
F -1.9349 -0.8302 1.4235 0.1 -0.1 -0.1
F 2.5179 -2.3840 1.7542 -0.3 -0.2 0.1
F 3.4087 -0.5130 2.3017 0.2 0.4 -0.1
F 5.6962 2.1870 -0.9094 -0.3 0.2 0.3
F -0.1454 4.0587 3.9136 -0.3 -0.6 -0.8
F 3.5907 -1.2837 0.2764 0.3 0.5 0.0
F -2.7674 0.4805 -0.0834 0.0 0.0 0.2
O -1.5034 -4.3107 4.4040 -0.1 -0.1 0.0
O 1.0585 4.8899 0.8367 -0.5 2.1 -0.8
O -7.2805 -3.0245 -2.6417 0.2 0.0 0.1
O -0.9467 1.6779 -2.3435 -0.1 -2.2 0.3
O -5.3789 -2.5677 -1.7166 -0.1 -0.2 0.1
O 2.1783 1.4509 -1.8634 -0.5 1.6 -0.4
O -1.2342 -3.4072 6.4669 0.0 -0.1 -0.2
O 1.8422 4.8456 3.7110 3.0 2.4 1.3
O -1.1788 -5.6357 6.0833 -0.1 0.2 -0.1
O -5.4038 -3.2062 -3.8923 0.0 0.0 0.2
N 0.3844 1.4056 0.1454 1.3 0.1 1.9
N 1.5558 -0.5236 0.9565 0.1 -0.2 0.3
N 1.2615 3.1694 2.2811 -0.8 -0.6 -0.3
N 2.6565 1.5185 0.3167 -0.7 -2.2 -1.3
C 1.0533 4.1123 3.3337 -1.8 -1.6 -0.6
C -1.6478 0.0120 0.4361 -0.5 0.7 -0.1
C -5.9648 -2.9636 -2.8545 -0.1 0.1 -0.1
C -0.7762 1.2508 0.9996 -1.5 -2.2 -0.4
C 0.8103 2.7517 -0.2481 0.6 1.7 -0.3
C 1.0482 3.7262 0.9753 0.6 -2.0 1.0
C 3.2837 3.5563 -0.9490 -0.7 0.9 0.2
C 1.6803 -0.3896 -3.9890 0.6 0.1 -0.8
C -0.8328 2.8290 -2.2684 0.0 2.1 -0.1
C 3.1695 -0.8286 -4.2136 -1.0 -0.4 0.0
C -3.9590 -2.4141 -1.7817 0.4 0.2 -0.1
C -1.6243 -2.9997 3.8530 0.0 0.4 -0.2
C 2.2338 2.4134 -0.8276 0.8 -0.8 1.1
C 4.2123 3.7643 0.2838 0.7 0.5 -0.5
C 2.1780 2.0346 -3.1898 0.6 0.0 -1.5
C 1.5011 1.1352 -4.2567 0.2 -0.6 0.1
C 1.5467 0.7046 0.5085 -0.8 2.4 -1.0
C -3.5774 -1.1092 -2.4514 -0.2 0.1 -0.3
C -1.3042 -4.3573 5.7297 0.1 -0.2 0.1
C -0.8779 -5.8342 7.4677 0.1 -0.2 0.4
C 5.4851 2.8641 0.2904 -0.1 0.1 1.2
C -0.0474 3.6168 -1.2144 -0.4 -0.2 -0.8
C -8.0461 -3.3569 -3.8025 -0.3 -0.1 -0.2
C -0.2611 -2.3537 3.6952 0.3 -0.1 0.2
C 2.7993 -1.1696 1.3375 -0.1 -0.9 -0.2
H -1.5927 -5.3170 8.1057 0.1 0.1 -0.1
H -3.8851 -1.0995 -3.4975 0.1 -0.1 0.0
H -8.0260 -2.5290 -4.5113 0.1 -0.1 0.0
H 0.7051 -1.0769 1.0701 0.2 0.2 0.0
H 1.1061 -0.9133 -4.7799 0.1 0.2 0.6
H 3.9289 3.4773 -1.8383 -0.5 -0.4 0.3
H -0.7660 4.2828 -0.7008 0.4 -0.4 -0.1
H 0.6456 4.2901 -1.7547 -0.5 -0.2 0.3
H 0.4056 -3.0028 3.1227 -0.1 -0.1 -0.1
H -3.5019 -3.2703 -2.2807 -0.2 0.0 -0.1
H -2.2939 -2.3853 4.4567 0.1 -0.1 0.1
H 3.4022 -0.6624 -5.2838 0.2 0.2 0.7
H 3.2400 2.1413 -3.4979 -0.5 0.0 0.3
H 2.7135 4.5017 -1.0709 0.3 -0.5 0.0
H 2.1756 2.7360 2.3936 -0.2 -0.1 -0.1
H 0.4429 1.3849 -4.4484 0.4 -0.1 0.4
H -2.4996 -0.9559 -2.4110 0.0 0.0 0.0
H 2.0301 1.3331 -5.2139 -0.3 0.1 0.5
H -9.0724 -3.5178 -3.4808 0.1 0.1 0.2
H -2.0890 -3.1169 2.8736 0.0 -0.3 0.1
H 5.3906 2.1254 1.1138 0.1 0.1 -0.7
H 0.2108 -2.1872 4.6642 -0.1 0.1 0.0
H 3.2355 -1.9262 -4.0718 0.2 0.6 0.1
H -7.6794 -4.2693 -4.2703 0.1 0.1 0.0
H -0.3471 -1.3918 3.1866 -0.1 0.0 0.1
H 1.7412 3.0541 -3.2285 0.1 -0.6 0.3
H 3.3855 0.9617 -0.1574 0.4 0.1 0.9
H -0.9422 -6.9015 7.6651 0.0 0.0 -0.2
H 3.7206 3.6704 1.2649 0.1 0.1 -0.5
H 0.1372 -5.4983 7.6797 -0.1 0.1 0.0
H -3.6039 -2.4143 -0.7493 -0.3 -0.1 0.1
H 4.5632 4.8149 0.2279 -0.3 -0.5 0.0
H -4.0742 -0.2696 -1.9649 0.0 0.0 0.1
H 3.8757 -0.3151 -3.5381 -0.2 -0.2 -0.4
H 6.3855 3.4595 0.5347 -0.4 -0.3 -0.4
H 1.2947 -0.7142 -3.0064 0.1 0.3 -0.4
```
Positions in Å, forces in eV/Å.

Calculated values
* total energy: -150155.4118 eV
* net charge: +1

***

2.
An isolated molecule of C4H13N3S, computed with wB97M-V/def2-TZVPD.

Geometry as XYZ:
```
21
Properties=species:S:1:pos:R:3:forces:R:3
S 3.5592 0.1798 0.6426 -0.1 0.0 0.0
N -2.7635 -1.0716 1.7406 -0.1 0.3 0.1
N -0.9469 -0.1085 0.5604 0.3 -0.2 -0.2
N 1.6400 1.0242 -1.8638 0.1 0.0 -0.1
C -0.3592 0.2615 -0.7235 0.0 0.2 0.6
C 1.0924 0.7037 -0.5556 0.1 -0.5 0.1
C 1.9393 -0.4198 0.0525 0.1 0.6 -0.3
C -2.2214 -0.7998 0.4337 0.4 -0.1 0.0
H 2.6424 1.1642 -1.7936 -0.1 0.1 0.0
H -2.0036 -1.7311 -0.1088 -0.2 0.2 -0.1
H -2.9346 -0.2088 -0.1586 -0.1 -0.1 0.0
H 1.1112 1.5506 0.1475 -0.1 0.1 0.0
H -2.5539 -1.9967 2.0788 -0.1 0.0 0.0
H 2.1934 -1.0774 -0.7760 -0.1 -0.4 0.1
H 1.2269 1.8584 -2.2598 0.0 0.0 0.0
H -0.4163 -0.5832 -1.4155 0.0 0.1 0.0
H 1.3946 -0.9285 0.8364 0.0 -0.1 0.1
H -3.7445 -0.8632 1.8242 0.0 -0.2 0.0
H -0.8928 1.1154 -1.1489 -0.2 0.0 -0.5
H -1.0451 0.7027 1.1586 -0.1 0.0 0.0
H 3.0825 1.2281 1.3289 0.0 0.0 0.1
```
Positions in Å, forces in eV/Å.

Calculated values
* total energy: -19664.1924 eV
* structure (SMILES): NCNC[C@H](N)CS
* net charge: 0
* relative energy (zero: lowest compared OMol25 entry of this formula, charge and spin): 14.5 kcal/mol

***

3.
A cluster of 2 separate species, C20H17N2 in total, computed with wB97M-V/def2-TZVPD.

Geometry as XYZ:
```
39
Properties=species:S:1:pos:R:3:forces:R:3
N 0.5664 -0.9739 0.3905 -1.0 0.1 1.5
N 0.7797 -1.8486 2.4267 0.0 0.1 -0.1
C -2.7886 -0.6939 -0.1608 -0.2 0.4 -0.2
C 3.5366 -3.8679 0.8122 -0.8 0.5 0.6
C 0.1137 -0.9545 1.6277 1.3 -1.3 0.1
C 1.7535 -2.4892 1.6426 -0.4 0.5 -0.4
C 1.6982 3.9185 -1.0488 -0.3 -0.1 0.4
C -0.2384 2.8584 -0.0196 0.1 -0.3 -0.5
C -4.1791 -0.7350 -0.0473 -0.1 0.6 -0.1
C -2.9028 1.6700 -0.7500 0.5 -0.2 0.2
C -4.9419 0.4170 -0.3317 0.5 0.0 0.1
C 3.3652 -3.3114 -0.4716 -0.3 0.3 0.1
C 2.7173 -3.4675 1.8883 0.2 -0.1 -0.3
C 1.5933 -1.9231 0.3645 0.1 -0.2 -0.1
C -2.1056 0.5067 -0.5071 -1.1 -0.6 0.3
C 0.1894 1.6021 -0.5679 0.6 0.5 0.5
C 1.5427 1.5095 -0.9915 -0.3 0.4 -0.4
C -4.2941 1.6153 -0.6797 -0.2 -0.2 0.1
C 0.4770 4.0187 -0.3455 0.2 -0.3 0.0
C -0.6595 0.4454 -0.7481 0.4 0.8 -0.8
C 2.3821 -2.3416 -0.7074 0.3 -0.3 0.0
C 2.2811 2.6534 -1.2565 -0.1 0.2 0.0
H -0.3454 -0.2916 -1.4963 -0.2 0.6 0.4
H -0.6831 -0.3506 2.0237 -0.1 0.2 -0.1
H -2.2136 -1.5951 0.0400 -0.1 0.1 -0.1
H 2.8001 -3.8830 2.8911 0.2 -0.1 -0.3
H -1.1253 2.9158 0.6268 0.4 0.0 -0.6
H 2.2265 4.8318 -1.3588 -0.2 -0.5 0.3
H 0.0931 5.0029 -0.0374 0.3 -0.6 -0.2
H -4.6843 -1.6516 0.2687 0.3 0.3 -0.2
H 4.3066 -4.6197 0.9786 -0.2 0.2 0.0
H -2.4268 2.6218 -1.0115 -0.3 -0.6 -0.1
H 2.1975 -1.9096 -1.6912 0.2 -0.2 0.1
H -4.8839 2.5243 -0.8966 0.4 -0.7 0.1
H -6.0368 0.3848 -0.2704 0.5 0.0 0.0
H 4.0175 -3.6601 -1.2765 -0.3 0.2 0.2
H 0.5677 -2.0248 3.4059 0.2 0.1 -0.5
H 1.9941 0.5239 -1.0875 -0.2 0.2 -0.3
H 3.3097 2.5720 -1.6272 -0.5 0.1 0.1
```
Positions in Å, forces in eV/Å.

Calculated values
* total energy: -23988.6654 eV
* net charge: +1

***

4.
An isolated molecule of C6H4N2O3S, computed with wB97M-V/def2-TZVPD.

Geometry as XYZ:
```
16
Properties=species:S:1:pos:R:3:forces:R:3
S 3.0250 -0.7477 -1.0393 2.6 -1.3 1.1
O 3.1808 0.5708 -0.5260 0.3 1.3 0.6
O 2.4564 -1.6919 0.1869 -0.8 1.8 1.5
O 1.7646 -0.7857 -1.8850 -3.9 1.5 -1.9
N 1.4194 -1.1460 1.0640 -1.1 -1.8 -0.8
N 0.8412 0.4231 -1.7148 0.2 -1.0 0.3
C -0.9204 -0.8562 1.2045 -1.8 2.9 0.8
C -2.0364 1.1099 0.0866 0.7 0.8 -0.6
C -0.8178 1.3957 -0.4291 -0.8 1.7 -2.1
C -1.9934 -0.0115 1.0069 -0.3 -2.4 0.2
C 0.1810 0.3653 -0.6149 1.9 -1.3 1.4
C 0.3400 -0.5516 0.6116 2.3 -0.6 -2.5
H -0.5450 2.2929 -1.0251 -0.9 -0.6 0.2
H -2.8889 -0.3357 1.5323 -0.1 0.2 -0.3
H -1.0389 -1.6964 1.8375 0.2 -0.5 0.6
H -2.9678 1.6648 -0.2960 1.6 -0.7 1.5
```
Positions in Å, forces in eV/Å.

Calculated values
* total energy: -26237.6324 eV
* net charge: 0
* relative energy (zero: lowest compared OMol25 entry of this formula, charge and spin): 50.7 kcal/mol